(1)
The following is a quantum chemistry calculation of a molecular structure, C17H28CeP, from OMol25.

The frontier orbital gap (alpha / beta) is 5.94 / 5.95 eV. Its max |F| is 2.20 eV/A. Its multiplicity is 1. The value obtained for the HOMO energy (alpha / beta) is -9.99 / -9.98 eV. Its charge is +1.

Element x y z (Å)
H -0.972 3.234 0.397
C -0.215 -1.344 -2.384
H -2.614 1.967 -1.376
H 2.075 2.088 -3.758
C 0.064 3.250 -2.011
H -0.890 2.370 -4.599
H 0.387 4.130 -2.601
C -1.246 1.388 1.653
C 2.345 -0.684 3.562
H -0.524 -2.831 0.621
H 2.383 -1.251 4.506
H 1.541 -3.258 3.755
H 0.694 3.250 -1.099
C 1.186 -3.010 2.742
H -0.735 1.653 2.580
C 1.152 -1.447 -1.954
H 2.294 0.394 3.768
C 1.170 -2.101 -0.686
C -1.043 -1.882 -1.349
C -2.541 0.264 0.083
C -1.402 2.239 0.515
H -2.037 -0.687 2.054
C 1.509 1.460 -3.047
P 0.844 -1.201 2.643
H -0.563 -0.070 4.271
H 0.206 -1.524 4.970
H -1.933 1.817 -3.288
H 1.482 0.464 -3.512
C -2.222 1.556 -0.447
C 0.141 1.967 -2.744
C -1.926 0.152 1.372
H 3.239 -0.880 2.961
H -3.156 -0.489 -0.411
H 2.133 1.392 -2.132
H -0.562 -1.020 -3.364
H 1.962 -3.273 2.010
C -0.193 -2.331 -0.291
C -0.301 -1.118 4.082
C -0.934 1.693 -3.725
H 0.276 -3.585 2.528
Ce 0.037 0.242 -0.317
H 2.028 -1.081 -2.491
H -2.133 -1.956 -1.386
H -0.889 0.674 -4.128
H -0.965 3.476 -1.702
H -1.215 -1.683 3.876
H 2.065 -2.415 -0.146

(2)
The following is a quantum chemistry calculation of 2 unconnected molecules or ions with the total composition CH6N2S, from OMol25.

The frontier orbital gap is 9.68 eV. Its max |F| is 2.57 eV/A. Its multiplicity is 1. As for the SMILES: [H]/N=C/N.S. The value obtained for the HOMO energy is -9.24 eV. The value obtained for the energy relative to the best compared isomer or geometry (same formula, charge and spin) is 65.8 kJ/mol. Its charge is 0.

Element x y z (Å)
N -1.170 1.799 -2.250
H 0.433 -2.219 3.088
H -2.106 1.483 -2.473
H -1.157 0.230 -1.039
S 0.389 -2.981 4.196
C -0.523 0.885 -1.655
H 1.323 1.387 -2.185
H 0.652 -1.782 4.743
H 1.344 0.487 -0.800
N 0.814 0.712 -1.626

(3)
The following is a quantum chemistry calculation of 15 unconnected molecules or ions with the total composition C3H38NO15, from OMol25.

The frontier orbital gap is 10.85 eV. Its max |F| is 3.28 eV/A. Its multiplicity is 1. The value obtained for the HOMO energy is -13.48 eV. The value obtained for the energy relative to the best compared isomer or geometry (same formula, charge and spin) is 304.4 kJ/mol. Its charge is +1.

Element x y z (Å)
H -0.893 -2.491 0.683
O 1.124 -3.828 0.698
H 2.022 -3.505 0.603
C -1.377 -1.610 -1.077
H 2.949 3.132 1.518
O -3.114 -2.310 1.329
H -0.723 4.162 -0.615
O 4.351 0.598 -0.351
H 3.945 -0.730 2.236
O -1.196 3.893 0.190
H 0.455 -2.296 -0.230
H 4.162 -1.316 0.641
O -1.789 0.694 -2.566
H -2.906 2.630 -0.678
H -1.824 -2.511 -1.513
H -3.834 -2.792 1.757
H 0.797 -0.176 2.598
H -0.739 -0.668 3.694
H 2.055 2.561 2.542
H -1.821 2.981 -2.864
H -1.546 4.762 0.403
O -0.631 -1.453 3.153
H -4.337 2.459 -1.098
H 2.359 -1.693 -0.844
C -0.122 -0.661 0.881
H 1.079 0.114 -3.340
O -3.470 2.047 -1.199
H -0.494 3.280 3.836
C 0.423 -1.140 2.211
H 0.219 -1.997 -3.269
O 3.827 -1.348 1.527
H 4.054 1.203 -1.031
H -2.162 -0.908 -0.885
H 1.007 -4.661 0.233
H -2.728 2.821 2.548
O -1.037 3.449 -3.183
H -1.113 -0.214 1.016
H 4.918 1.135 0.213
H 1.036 -2.030 2.353
H 1.110 -0.669 -4.642
O 1.959 -2.278 -1.505
H -2.086 1.711 3.383
N -0.446 -1.855 -0.005
H 0.411 -3.321 -3.757
H -2.711 0.530 -2.341
O -2.538 1.880 2.553
O 2.798 2.301 1.983
O -0.316 -2.776 -3.424
H -1.028 -1.316 -2.055
H -0.724 2.771 -3.791
O 1.522 -0.624 -3.776
H -3.128 -1.507 1.868
O -0.156 2.477 3.434
H 2.524 -2.103 -2.271
H 0.756 2.276 3.641
H 0.504 0.023 0.307
H -1.379 0.897 -1.722

Q: What is the max |F| in the first record?
A: 2.20 eV/A